Here is 2 unconnected molecules or ions with the total composition H2N4 in a non-equilibrium geometry from OMol25. Energies are from ωB97M-V/def2-TZVPD.

Largest force on an atom: 10.30 eV/A
Energy relative to the best compared isomer or geometry (same formula, charge and spin): 0.0 kJ/mol
Charge: 0
HOMO-LUMO gap (spin up / spin down): 7.255 / 12.580 eV
HOMO level (spin up / spin down): -6.6032 / -12.9341 eV
Spin multiplicity: 3

Last columns: bonded neighbours and bond lengths (Å).
Cartesian coordinates (Å):
1 N 0.58 -0.53 0.47  N3 1.184, H5 1.015, H6 1.034
2 N -1.02 1.25 -0.48  N4 1.128
3 N 0.98 -1.33 -0.30  N1 1.184
4 N -1.24 0.83 -1.50  N2 1.128
5 H 0.69 -0.53 1.48  N1 1.015
6 H 0.00 0.31 0.32  N1 1.034